Record 1
13
Properties=species:S:1:pos:R:3 method="wB97M-V/def2-TZVPD" gap_ev=9.334 e_lumo_ha=0.029 smiles="C=C1N=C1CC" de_lowest_kcal_mol=86.3
C 2.4801 -1.2203 -0.0065
C 2.0294 0.0896 0.0623
N 2.1147 1.4823 -0.1729
C 0.9614 1.0301 0.0780
C -0.4181 1.2365 0.3540
C -1.3180 0.1803 -0.3045
H 3.4850 -1.6073 -0.2443
H 1.7734 -2.0712 0.0352
H -0.6879 1.1766 1.3632
H -0.6088 2.1550 -0.1395
H -1.2298 0.0808 -1.4352
H -2.4021 0.1477 -0.1951
H -0.8999 -0.8693 0.1222

Record 2
13
Properties=species:S:1:pos:R:3 method="wB97M-V/def2-TZVPD" gap_ev=10.278 e_lumo_ha=0.031 smiles=CC1(C#N)CC1 de_lowest_kcal_mol=53.5
C -1.4705 -0.7871 0.3496
C -0.2760 0.1310 -0.0837
C -0.4996 1.4001 -0.7219
N -0.2667 2.4764 -1.0874
C 1.2313 0.5484 0.5102
C 1.0148 -0.5370 -0.4563
H -1.1598 -1.5908 1.0284
H -2.3173 -0.2707 0.8163
H -1.9041 -1.3168 -0.5252
H 1.3510 0.4602 1.5762
H 1.8043 1.4021 0.0997
H 1.1225 -1.5257 -0.0371
H 1.3702 -0.3903 -1.4687

Record 3
13
Properties=species:S:1:pos:R:3 method="wB97M-V/def2-TZVPD" gap_ev=10.545 e_lumo_ha=0.040 smiles="C=CC[C@@H]1C=N1" de_lowest_kcal_mol=78.3
C -0.0211 1.6190 0.3501
C -0.8848 0.7116 -0.1021
C -0.9237 -0.6662 0.5154
C 0.3597 -1.2794 -0.0506
C 1.2837 -0.3637 -0.6777
N 0.5587 -0.9513 -1.5199
H 0.2606 2.4995 -0.2203
H 0.4392 1.4891 1.3302
H -1.3056 0.8123 -1.1037
H -0.9207 -0.5760 1.6089
H -1.7873 -1.2735 0.2113
H 0.7736 -2.2371 0.2754
H 2.1620 0.2485 -0.5942

Record 4
13
Properties=species:S:1:pos:R:3 method="wB97M-V/def2-TZVPD" gap_ev=9.635 e_lumo_ha=0.029 de_lowest_kcal_mol=146.1
C 2.0231 0.1064 -0.1786
C 0.4569 -0.4426 -0.0324
C 0.2442 0.8854 -0.0410
C -2.9186 0.9652 0.1091
C -2.6614 -0.2093 0.0451
N 0.0911 -1.6477 -0.1145
H 2.5304 -0.5122 0.5677
H 2.3088 -0.1522 -1.1976
H 2.3069 1.1478 -0.0081
H 0.2642 1.3850 0.9310
H -3.1614 2.0040 0.1536
H -2.3521 -1.2335 -0.0215
H 0.8678 -2.2963 -0.2131

Record 5
13
Properties=species:S:1:pos:R:3 method="wB97M-V/def2-TZVPD" gap_ev=9.269 e_lumo_ha=0.039 de_lowest_kcal_mol=116.6
C -0.6802 0.7456 -0.8357
C -0.3658 0.9983 0.6207
C -0.8558 -0.3529 1.0780
C -0.5052 -0.7411 -0.4675
C 0.9675 -0.8564 -0.1293
N 0.8090 0.1614 0.9066
H -0.0554 1.1868 -1.6262
H -1.7334 0.9778 -1.0165
H -0.3892 1.9387 1.1697
H 0.8347 -0.1592 1.9183
H -0.9860 -1.5330 -1.0403
H 1.7145 -0.5403 -0.8718
H 1.2452 -1.8257 0.2940

Record 6
13
Properties=species:S:1:pos:R:3 method="wB97M-V/def2-TZVPD" gap_ev=10.260 e_lumo_ha=0.042 de_lowest_kcal_mol=63.2
C -0.5259 1.0909 0.1615
C -0.8107 -0.3906 0.4700
C 0.5219 -0.8983 1.0182
C 1.3927 -0.3773 0.1558
N -0.5319 -0.7051 -1.0186
C 0.4805 0.4013 -0.7882
H -0.1783 1.7698 0.9482
H -1.3665 1.5332 -0.3872
H -1.7245 -0.7055 0.9822
H 0.6559 -1.6606 1.7766
H 2.4251 -0.6363 -0.0382
H -1.2528 -0.3462 -1.6512
H 0.9139 0.9235 -1.6429

Record 7
13
Properties=species:S:1:pos:R:3 method="wB97M-V/def2-TZVPD" gap_ev="6.319 / 7.521" e_lumo_ha="0.040 / -0.096" s_squared=2.0061 de_lowest_kcal_mol=72.1 multiplicity=3
C -1.4896 -1.2895 0.2197
C 1.0655 -0.5147 0.1137
C 1.6726 -1.5094 -0.2291
C 0.0393 0.4537 0.2917
C 0.1255 1.7910 -0.3508
N -1.3233 -0.0592 0.2303
H -2.4963 -1.7235 0.2081
H -0.5689 -1.9906 0.2081
H 2.3254 -2.3135 -0.3895
H 0.2581 0.7710 1.2366
H 1.1846 2.2249 -0.1546
H -0.6855 2.4386 0.0247
H -0.1076 1.7212 -1.4089

Record 8
14
Properties=species:S:1:pos:R:3 method="wB97M-V/def2-TZVPD" total_charge=+1 gap_ev="7.762 / 7.613" e_lumo_ha="-0.195 / -0.203" de_lowest_kcal_mol=193.4
C 1.5541 1.2621 -0.0701
C 0.2588 1.2416 0.4369
C 2.0580 0.0268 -0.2941
C -0.2384 -0.8647 0.1247
C -2.0471 0.9066 -0.1028
N -0.6335 0.4053 0.0193
N 1.2618 -1.1603 0.2413
H 3.1036 -0.1054 -0.6044
H -0.9303 -1.5950 -0.2009
H -2.6602 0.2389 -0.6973
H -2.5975 1.1310 0.8971
H -2.0397 1.7949 -0.7134
H 1.4854 -1.9804 -0.3052
H 1.4249 -1.3013 1.2689

Record 9
14
Properties=species:S:1:pos:R:3 method="wB97M-V/def2-TZVPD" total_charge=+1 gap_ev=10.321 e_lumo_ha=-0.149 smiles="CCC#[N+]N1C=C1" de_lowest_kcal_mol=173.8
C -1.5200 -0.4292 -1.3673
C -1.1242 0.2959 -0.1278
C 0.2249 -0.0050 0.1541
N 1.2848 -0.4729 0.2712
N 2.4819 -0.6824 0.7387
C 2.9132 -2.0453 0.7129
C 3.5987 -1.5386 -0.3034
H -0.9497 -1.3383 -1.4847
H -1.3284 0.0652 -2.2776
H -2.6450 -0.4214 -1.2578
H -1.7447 0.0438 0.7622
H -0.9934 1.3747 -0.1886
H 2.7543 -2.9340 1.4335
H 4.2085 -1.1447 -0.9897

Record 10
14
Properties=species:S:1:pos:R:3 method="wB97M-V/def2-TZVPD" total_charge=+1 gap_ev="6.194 / 6.194" e_lumo_ha="-0.265 / -0.265" de_lowest_kcal_mol=214.8
C 1.6393 -0.1737 -0.4852
C 0.5310 -0.1794 -1.2166
C -1.1345 -0.3273 1.7429
C 1.6792 -0.1364 0.8544
C -0.8931 -0.1292 -0.9255
N -1.3553 -0.1613 0.4624
N -2.2987 0.3563 1.4388
H 2.6929 -0.1793 -1.0477
H 0.7182 -0.3460 -2.3170
H 0.8635 -0.3930 1.5201
H 2.6168 0.4046 1.3094
H -1.2793 0.8453 -1.3564
H -1.3542 -0.9787 -1.5157
H -2.4257 1.3980 1.5361

no.,energy (Ha)
1,-249.335726
2,-249.387970
3,-249.348424
4,-249.240388
5,-249.287396
6,-249.372538
7,-249.177548
8,-303.710773
9,-303.741917
10,-303.676580